C24H33InN3P2Se | ωB97M-V/def2-TZVPD

Cartesian coordinates (Å):
C -1.713650 3.002786 -3.604196
C -1.408696 1.762521 -3.060245
C -0.057930 1.300537 -3.170030
C 0.961644 2.264214 -3.367308
C 0.644220 3.509653 -3.904090
C -0.696055 3.851356 -4.067019
C 2.318478 1.864386 -2.877849
C 2.599995 0.414050 -3.132332
C 1.504256 -0.467571 -2.978315
C 1.766317 -1.846301 -2.684743
C 3.040651 -2.329746 -2.930904
C 4.077992 -1.476824 -3.342244
C 3.873529 -0.095147 -3.392042
H -2.758892 3.306414 -3.675499
H 1.453828 4.195664 -4.175264
H -0.951173 4.792675 -4.539330
H 3.100273 2.494753 -3.316448
H 3.221379 -3.400096 -2.827414
H 5.052499 -1.883719 -3.587429
H 4.684958 0.594918 -3.633865
N 0.221129 -0.024513 -3.050696
In 0.263203 0.300635 0.714849
C -2.400697 0.884666 -2.341522
H -2.284744 -0.153366 -2.689391
H -3.425149 1.239378 -2.522227
C 0.645533 -2.692021 -2.130221
H -0.269038 -2.501551 -2.709207
H 0.917448 -3.754205 -2.184593
P -2.139036 0.833882 -0.494216
P 0.214379 -2.280152 -0.376350
C 1.429314 -3.287854 0.550241
H 1.225055 -3.216593 1.626073
H 1.377502 -4.340468 0.241443
H 2.444547 -2.914222 0.371079
C -1.314880 -3.259176 -0.166748
H -1.079828 -4.332224 -0.256739
H -1.747024 -3.053105 0.823281
H -2.038242 -2.976036 -0.946239
C -2.618777 2.531751 -0.007284
H -3.583033 2.784230 -0.477269
H -2.717293 2.583145 1.089725
H -1.850238 3.247369 -0.339425
C -3.560916 -0.164014 0.030683
H -3.508567 -0.321940 1.113211
H -4.482172 0.376840 -0.217596
H -3.558464 -1.135613 -0.477516
H 2.278668 1.953019 -1.735541
H 1.783859 0.980590 0.046585
C 2.468440 -0.048574 3.781002
N 1.353315 0.805473 4.151389
C 1.438092 2.007582 4.823636
C 0.179312 2.524455 4.890845
N -0.663460 1.623580 4.247952
C -2.089234 1.816921 4.058829
C 0.065131 0.557593 3.783040
Se -0.594375 -0.950002 2.888011
H 3.336340 0.245612 4.376666
H 2.701862 0.056397 2.713917
H 2.214040 -1.092188 3.984297
H 2.374300 2.387372 5.187541
H -0.192805 3.438207 5.317553
H -2.608043 1.789495 5.028911
H -2.271842 2.792079 3.582755
H -2.487137 1.013224 3.422333

Atomic forces in eV per Å
0.2 0.4 0.2
0.6 -0.3 -0.1
0.2 -0.3 0.1
-0.2 0.4 -0.3
0.1 -0.6 0.4
-0.5 0.1 -0.2
0.0 -0.1 0.2
0.5 -0.4 -0.3
0.2 0.1 0.2
-0.2 0.8 -0.3
0.4 0.1 0.0
0.0 -0.1 0.0
-0.6 -0.2 0.2
0.2 0.1 0.1
-0.4 -0.1 0.1
-0.1 -0.1 0.1
0.0 0.0 0.4
0.1 0.2 0.0
-0.1 0.0 0.1
-0.1 -0.2 0.1
-1.1 -0.3 2.0
-0.3 -1.2 -2.4
0.7 -0.2 -0.7
-0.2 0.2 0.1
0.1 -0.1 0.3
0.1 0.5 -0.6
0.2 -0.1 0.1
-0.2 0.1 0.2
0.2 0.8 -0.7
0.6 -0.3 -0.6
0.1 0.1 0.3
0.1 -0.1 -0.2
0.0 0.3 0.0
-0.2 0.0 -0.1
-0.2 0.2 0.2
-0.1 0.4 0.0
0.0 -0.2 -0.3
0.2 -0.1 0.3
0.0 0.0 0.2
0.3 0.0 0.2
0.0 0.1 -0.4
-0.3 -0.3 0.1
0.1 -0.2 0.4
-0.2 -0.1 -0.1
0.2 -0.1 0.0
0.0 0.2 0.1
0.4 0.3 -1.0
-0.9 -0.1 0.8
0.4 -0.2 0.1
-0.9 -0.2 -0.4
-0.7 0.1 -0.1
0.3 -0.7 -0.4
1.0 -0.6 -0.3
-0.7 0.1 0.1
0.1 1.5 1.4
0.3 0.4 -0.1
-0.2 -0.1 -0.2
0.0 0.1 0.2
0.1 0.2 0.0
0.0 0.0 0.0
0.0 0.0 0.0
0.2 0.0 -0.3
0.1 -0.3 0.2
0.2 0.3 0.3

E (Ha): -4372.625732
Total charge: +1
HOMO (alpha / beta) (eV): -7.8 / -7.8
HOMO-LUMO gap (alpha / beta) (eV): 3.9 / 3.9